No. 1
2 unconnected molecules or ions with the total composition C4H10O2, computed with ωB97M-V/def2-TZVPD.

Properties
* SMILES: C=C(CO)CO.[H][H]
* energy relative to the best compared isomer or geometry (same formula, charge and spin): 54.9 kcal/mol
* spin multiplicity: 1
* HOMO level: -9.8 eV

Geometry (Å):
C (-1.34, -1.07, 0.62)
C (-0.17, -0.45, 0.44)
C (0.90, -1.04, -0.43)
O (1.48, -0.02, -1.24)
C (0.16, 0.85, 1.15)
O (0.34, 1.94, 0.27)
H (-1.57, -2.00, 0.11)
H (-2.09, -0.68, 1.29)
H (0.48, -1.85, -1.05)
H (1.68, -1.48, 0.22)
H (2.32, -0.35, -1.59)
H (-0.66, 1.12, 1.82)
H (1.06, 0.70, 1.77)
H (0.94, 1.62, -0.43)
H (-2.05, 1.23, -1.68)
H (-1.48, 1.50, -1.28)

No. 2
7 unconnected molecules or ions with the total composition C21H42F3NO16, computed with ωB97M-V/def2-TZVPD.

Properties
* energy relative to the best compared isomer or geometry (same formula, charge and spin): 87.1 kcal/mol
* spin multiplicity: 1
* HOMO level: -7.8 eV

Geometry (Å):
N (-0.18, -0.42, -0.19)
H (0.45, -0.69, -0.75)
H (0.03, -0.80, 0.70)
H (-1.12, -0.38, -0.40)
H (-0.11, 0.52, -0.14)
O (-2.24, 1.68, -0.60)
H (-2.62, 1.71, 0.15)
C (-1.21, 3.63, 1.51)
C (-0.58, 4.26, 0.29)
O (0.61, 4.97, 0.81)
C (0.48, 5.00, 2.09)
O (1.20, 5.72, 2.72)
O (-0.49, 4.20, 2.59)
F (-1.43, 5.34, -0.13)
H (-0.97, 2.63, 1.37)
H (-2.13, 3.80, 1.30)
H (-0.14, 3.60, -0.58)
C (-3.66, -0.45, -2.99)
C (-4.65, 0.26, -2.28)
O (-5.80, -0.68, -2.24)
C (-5.18, -1.84, -2.59)
O (-5.79, -2.89, -2.81)
O (-3.89, -1.84, -2.97)
F (-5.01, 1.45, -2.97)
H (-2.71, -0.20, -2.51)
H (-3.59, -0.13, -3.99)
H (-4.45, 0.47, -1.18)
C (2.50, 3.37, 4.49)
C (2.34, 2.33, 5.54)
O (1.64, 1.22, 4.86)
C (1.71, 1.51, 3.57)
O (1.31, 0.70, 2.77)
O (2.14, 2.69, 3.31)
F (1.41, 2.79, 6.50)
H (3.56, 3.62, 4.50)
H (1.76, 4.17, 4.62)
H (3.26, 2.03, 5.95)
C (2.71, 2.46, -0.13)
O (1.80, 1.85, -1.03)
C (1.86, 2.34, -2.35)
C (0.79, 1.52, -3.19)
O (0.92, 0.29, -3.15)
C (0.36, -0.58, -4.10)
C (0.35, -2.14, -3.63)
O (-0.36, -2.32, -2.39)
C (-0.19, -3.68, -2.00)
H (2.51, 2.52, 0.88)
H (2.84, 3.45, -0.33)
H (3.53, 1.95, -0.28)
H (2.75, 1.83, -2.64)
H (1.75, 3.41, -2.43)
H (0.77, 1.59, -4.39)
H (-0.21, 1.65, -2.62)
H (0.71, -0.68, -5.18)
H (-0.75, -0.43, -4.14)
H (1.48, -2.12, -3.61)
H (0.07, -2.77, -4.35)
H (0.92, -4.01, -2.09)
H (-0.75, -4.38, -2.69)
H (-0.33, -3.80, -0.81)
C (-3.27, -1.87, 1.26)
O (-2.00, -2.04, 1.68)
C (-1.60, -3.32, 2.17)
C (-0.13, -3.33, 2.61)
O (0.47, -3.19, 1.60)
C (1.91, -3.53, 1.71)
C (2.64, -3.17, 0.42)
O (2.52, -1.90, 0.30)
C (3.23, -1.18, -0.81)
H (-3.91, -2.00, 2.25)
H (-3.45, -2.57, 0.47)
H (-3.41, -0.72, 0.98)
H (-1.84, -4.21, 1.40)
H (-2.04, -3.74, 3.07)
H (0.18, -4.15, 3.26)
H (0.02, -2.34, 3.25)
H (1.95, -4.49, 1.69)
H (2.56, -3.28, 2.58)
H (2.15, -3.50, -0.51)
H (3.66, -3.47, 0.33)
H (4.26, -1.50, -0.84)
H (3.10, -0.15, -0.94)
H (3.04, -1.61, -1.62)

No. 3
A single C5H14N2 molecule, computed with ωB97M-V/def2-TZVPD.

Properties
* SMILES: CCN[C@H](C)NC
* energy relative to the best compared isomer or geometry (same formula, charge and spin): 40.7 kcal/mol
* spin multiplicity: 1
* HOMO level: -8.4 eV

Geometry (Å):
C (2.70, -0.02, 0.75)
C (1.87, 0.88, -0.14)
N (0.34, 1.05, 0.39)
C (-0.25, -0.18, 0.04)
C (-0.38, -0.59, -1.42)
N (-1.69, 0.30, 0.61)
C (-2.92, -0.44, 0.39)
H (2.50, -1.08, 0.54)
H (3.76, 0.16, 0.58)
H (2.49, 0.16, 1.81)
H (1.99, 0.63, -1.19)
H (2.24, 1.91, -0.07)
H (-0.11, 1.77, -0.17)
H (0.07, -1.01, 0.68)
H (0.59, -0.91, -1.83)
H (-0.76, 0.23, -2.03)
H (-1.04, -1.46, -1.53)
H (-1.57, 0.50, 1.60)
H (-3.13, -0.57, -0.68)
H (-3.77, 0.12, 0.80)
H (-2.91, -1.43, 0.87)

No. 4
A gas-phase ion, C6H15NO (charge +1), computed with ωB97M-V/def2-TZVPD.

Properties
* energy relative to the best compared isomer or geometry (same formula, charge and spin): 32.9 kcal/mol
* spin multiplicity: 2
* ⟨S²⟩: 0.7545
* HOMO level (spin up / spin down): -15.1 / -15.1 eV
* charge: +1

Geometry (Å):
C (0.15, 1.44, 1.53)
C (0.19, 0.54, 0.29)
C (-0.86, 0.98, -0.71)
C (-0.92, 0.24, -2.07)
C (-0.55, 1.13, -3.26)
N (-0.04, -0.86, 0.55)
C (1.02, -1.70, 1.13)
O (0.87, -1.71, 2.51)
H (0.67, 0.94, 2.35)
H (-0.87, 1.45, 1.93)
H (0.56, 2.42, 1.34)
H (1.15, 0.57, -0.24)
H (-1.86, 1.01, -0.30)
H (-0.77, 2.01, -0.96)
H (-1.92, -0.14, -2.24)
H (-0.21, -0.57, -2.06)
H (0.30, 1.76, -2.99)
H (-0.10, 0.50, -4.03)
H (-1.34, 1.71, -3.74)
H (-1.02, -1.08, 0.76)
H (1.96, -1.35, 0.76)
H (0.78, -2.71, 0.78)
H (1.71, -1.65, 2.97)

No. 5
A molecular structure, C36H30BrN3O5PbSi, computed with ωB97M-V/def2-TZVPD.

Properties
* energy relative to the best compared isomer or geometry (same formula, charge and spin): 7.6 kcal/mol
* spin multiplicity: 1
* HOMO level: -1.2 eV
* charge: -2

Geometry (Å):
Pb (0.05, -15.31, -14.09)
C (1.63, -19.78, -16.21)
C (0.69, -18.60, -15.91)
O (1.05, -17.45, -16.14)
C (-0.50, -19.03, -15.19)
C (-1.45, -18.14, -14.68)
C (-2.12, -18.47, -13.39)
N (-1.73, -16.95, -15.10)
N (-1.52, -16.77, -16.48)
C (-1.03, -15.63, -16.89)
O (-0.62, -14.60, -16.20)
C (-1.02, -15.58, -18.39)
C (-1.01, -14.30, -18.97)
C (-0.99, -14.18, -20.36)
C (-0.85, -15.32, -21.14)
C (-0.88, -16.60, -20.52)
C (-1.05, -16.74, -19.14)
H (2.24, -19.99, -15.35)
H (2.34, -19.52, -16.96)
H (1.11, -20.67, -16.50)
H (-0.56, -20.07, -14.81)
H (-2.20, -19.56, -13.26)
H (-3.09, -18.12, -13.19)
H (-1.46, -18.10, -12.61)
H (-1.08, -13.49, -18.26)
H (-0.90, -13.17, -20.79)
H (-0.61, -15.17, -22.20)
H (-0.71, -17.49, -21.20)
H (-1.12, -17.65, -18.62)
Br (2.45, -12.93, -16.58)
C (2.57, -12.44, -14.71)
C (3.11, -11.21, -14.43)
C (3.24, -10.90, -13.08)
C (2.92, -11.79, -12.11)
C (2.34, -12.99, -12.49)
N (2.15, -13.32, -13.80)
C (1.84, -13.94, -11.34)
O (1.93, -13.46, -10.21)
O (1.41, -15.03, -11.75)
H (3.57, -10.61, -15.19)
H (3.77, -9.93, -12.85)
H (2.99, -11.61, -11.06)
O (-1.44, -13.84, -13.57)
Si (-2.57, -12.70, -13.46)
C (-3.87, -13.11, -12.22)
C (-5.22, -12.72, -12.32)
C (-6.14, -12.99, -11.35)
C (-5.75, -13.80, -10.25)
C (-4.43, -14.17, -10.12)
C (-3.52, -13.83, -11.09)
C (-1.89, -11.14, -12.74)
C (-0.54, -10.96, -12.58)
C (0.04, -9.77, -12.09)
C (-0.78, -8.67, -11.84)
C (-2.16, -8.82, -12.00)
C (-2.69, -10.04, -12.44)
C (-3.43, -12.34, -15.10)
C (-4.06, -11.11, -15.46)
C (-4.65, -10.93, -16.69)
C (-4.56, -11.94, -17.67)
C (-3.99, -13.17, -17.36)
C (-3.45, -13.35, -16.07)
H (-5.55, -12.24, -13.26)
H (-7.15, -12.58, -11.34)
H (-6.48, -14.02, -9.47)
H (-4.12, -14.74, -9.26)
H (-2.50, -14.14, -10.91)
H (0.15, -11.76, -12.83)
H (1.12, -9.71, -11.96)
H (-0.35, -7.73, -11.60)
H (-2.86, -8.03, -11.77)
H (-3.78, -10.15, -12.56)
H (-4.12, -10.27, -14.70)
H (-4.94, -9.92, -17.06)
H (-4.86, -11.80, -18.70)
H (-3.93, -13.99, -18.07)
H (-2.98, -14.29, -15.75)

DFT total energy: -8403.165 -64844.015 -8390.854 -9993.812 -135697.934 (eV)
Largest force on an atom: 0.4 16.7 5.7 2.2 2.6 (eV/Å)